Formula: C6H10O
Source: the Open Molecules 2025 dataset
Level of theory: wB97M-V/def2-TZVPD

Bonds (Å) are listed after each position.
Positions of all 17 atoms, in Å:
1 C 1.969 0.681 1.168  C2 1.519, H8 1.089, H9 1.095, H10 1.092
2 C 0.866 0.443 0.152  C1 1.519, C3 1.496, C4 1.332
3 C 1.060 1.120 -1.168  C2 1.496, H11 1.093, H12 1.093, H13 1.088
4 C -0.127 -0.374 0.503  C2 1.332, C5 1.457, H14 1.088
5 C -1.320 -0.638 -0.290  C4 1.457, C6 1.337, H15 1.078
6 C -2.302 -1.393 0.211  C5 1.337, O7 1.361, H16 1.079
7 O -3.454 -1.705 -0.444  C6 1.361, H17 0.963
8 H 2.701 1.454 0.938  C1 1.089
9 H 2.514 -0.257 1.314  C1 1.095
10 H 1.578 0.971 2.145  C1 1.092
11 H 0.940 2.200 -1.055  C3 1.093
12 H 2.078 0.987 -1.541  C3 1.093
13 H 0.391 0.737 -1.937  C3 1.088
14 H 0.023 -1.016 1.368  C4 1.088
15 H -1.320 -0.267 -1.303  C5 1.078
16 H -2.237 -1.604 1.267  C6 1.079
17 H -3.361 -1.339 -1.329  O7 0.963

Computed properties:
- Structure (SMILES): CC(C)=C/C=C/O
- Energy above the lowest of the compared OMol25 structures with the same formula, charge and spin: 0.9251 eV
- Gap between HOMO and LUMO: 8.670 eV
- Total charge: 0
- Maximum force: 1.37 eV/Å
- Spin multiplicity: 1